[1]
Molecular formula: C40H43N11O3PbS3
Method: DFT, the ωB97M-V functional and the def2-TZVPD basis

## Properties
Frontier orbital gap: 6.95 eV
Total charge: +2
Energy above the lowest of the compared OMol25 structures with the same formula, charge and spin: 0.00 kcal/mol

XYZ file:
```
101
Properties=species:S:1:pos:R:3:forces:R:3:lowdin_charge:R:1
Pb 17.92698 14.31353 14.69731 -0.17 0.09 -0.23 1.25
N 17.51048 14.32101 9.93622 -0.16 1.75 -0.23 0.13
C 17.54877 13.06013 9.36456 0.46 -1.51 -0.19 -0.24
C 16.96936 12.78355 8.12641 -0.16 1.01 0.36 -0.01
C 16.94839 11.49465 7.65731 -0.19 -0.73 -0.89 -0.08
C 17.53574 10.44999 8.35679 -0.24 -0.11 -0.05 -0.08
C 18.10736 10.70059 9.58110 0.46 0.89 0.66 -0.10
C 18.15832 12.02094 10.07082 -0.88 -1.17 -1.22 -0.47
S 18.92918 12.22579 11.59664 0.41 0.55 0.64 0.98
N 18.33925 13.74610 12.05691 -0.37 1.30 0.03 -0.35
C 17.77238 14.58489 11.24452 0.89 -1.50 0.11 -0.36
C 17.33862 15.92486 11.69872 -0.90 1.31 0.40 -0.23
C 17.45900 17.07551 10.90929 0.49 -0.60 -0.40 -0.01
C 16.93784 18.28027 11.34840 -0.28 0.09 0.52 -0.03
C 16.24054 18.31901 12.56114 0.15 0.01 -0.10 -0.03
C 16.11875 17.13140 13.26891 0.47 -0.50 -0.45 -0.13
N 16.68356 15.97701 12.86144 -0.49 0.21 0.08 0.03
H 17.05675 15.07139 9.42130 0.07 -0.48 0.10 0.15
H 16.53128 13.60212 7.53864 0.09 -0.40 0.31 0.13
H 16.44684 11.26529 6.71435 0.25 0.22 0.23 0.12
H 17.51593 9.44656 7.95991 -0.04 -0.05 -0.04 0.11
H 18.55856 9.92495 10.20669 -0.19 0.07 -0.38 0.11
H 17.99672 17.00653 9.96207 -0.13 0.19 0.22 0.13
H 17.06238 19.18008 10.75859 0.01 -0.07 0.00 0.12
H 15.82208 19.24234 12.97663 0.10 -0.39 -0.36 0.13
H 15.55988 17.06995 14.19484 0.09 0.10 0.03 0.09
O 20.06802 7.26511 14.93634 0.78 -0.77 -0.10 -0.07
C 21.07219 8.26754 14.99906 0.36 -0.32 0.25 -0.20
C 20.39750 9.60730 15.01408 -0.13 0.58 0.21 -0.16
C 21.10585 10.78714 15.30199 -0.30 -0.51 -0.02 0.01
C 20.41603 11.98412 15.32709 0.11 0.22 -0.37 -0.13
N 19.11328 12.08853 15.02168 -0.29 -0.57 0.51 -0.01
C 18.37908 10.96398 14.82505 2.50 0.18 0.38 -0.23
C 19.02798 9.71268 14.79301 -0.93 0.49 0.05 0.06
C 16.93528 11.10805 14.69403 -2.40 -0.15 -0.79 -0.23
C 16.08791 9.99789 14.83037 0.52 -0.27 0.54 0.06
C 14.71026 10.11417 14.68414 0.11 0.52 -0.60 -0.16
C 13.80145 8.92397 14.80976 -0.16 -0.51 0.28 -0.20
O 14.49525 7.71302 14.54245 -0.29 -0.05 -0.52 -0.05
C 14.19721 11.35223 14.27772 0.03 -0.18 0.06 0.00
C 15.08126 12.38872 14.05557 0.73 0.08 0.54 -0.12
N 16.39498 12.29462 14.33928 0.15 -0.49 -0.44 0.00
H 20.50143 6.38141 14.92414 -0.47 0.95 0.01 0.12
H 21.74788 8.23747 14.11785 -0.23 -0.10 0.40 0.14
H 21.69219 8.14533 15.92508 -0.38 0.20 -0.70 0.15
H 22.17080 10.77414 15.52629 -0.23 -0.06 -0.01 0.13
H 20.94352 12.91414 15.59613 -0.45 -0.45 -0.26 0.07
H 18.40690 8.84118 14.61158 0.50 -0.02 0.02 0.12
H 16.52564 9.03630 15.11204 -0.42 0.29 -0.18 0.13
H 12.92838 9.05056 14.15481 0.20 -0.01 0.13 0.13
H 13.42038 8.85351 15.84228 0.10 0.08 -0.26 0.14
H 14.26614 7.38958 13.65151 0.16 0.26 0.62 0.11
H 13.12763 11.50242 14.12134 0.29 -0.14 -0.11 0.12
H 14.75638 13.34537 13.64141 0.06 -0.15 0.27 0.10
N 16.87614 14.38643 19.15901 -0.04 -0.43 -0.90 0.13
C 16.80891 12.99120 19.19118 0.29 0.45 -0.47 -0.05
C 17.08096 12.57276 17.91086 -0.20 1.29 0.11 -0.10
N 17.26094 13.69137 17.09414 -0.07 0.72 1.11 0.00
C 17.13496 14.78258 17.87090 -0.02 -1.11 0.18 -0.26
C 17.28296 16.17579 17.38511 0.35 1.05 -0.87 -0.31
N 17.49855 16.48091 16.09696 -0.10 0.59 1.36 -0.07
C 17.62308 17.87378 16.01396 -0.57 -1.08 1.52 -0.12
C 17.43141 18.41497 17.26151 0.14 -1.49 0.27 -0.03
N 17.25687 17.32197 18.13392 0.07 -0.03 -0.80 0.12
H 16.70781 14.99421 19.94141 -0.06 -0.02 0.09 0.16
H 16.59202 12.44084 20.10328 0.13 0.26 -0.32 0.13
H 17.15599 11.57344 17.50545 -0.06 0.14 0.15 0.11
H 17.82703 18.38198 15.09250 0.01 -0.01 -0.14 0.10
H 17.42075 19.42490 17.62870 0.05 0.02 -0.01 0.12
H 17.15924 17.36796 19.14226 -0.07 0.19 -0.42 0.16
C 24.09893 15.93763 14.19316 0.32 -0.02 -0.13 -0.06
N 22.87535 15.86978 14.98050 0.05 0.07 0.27 -0.06
C 21.68332 15.42069 14.58028 0.44 -0.03 -0.22 -0.86
N 21.58464 14.91714 13.33123 -0.64 0.07 0.39 0.14
S 20.38699 15.51790 15.67308 0.27 0.25 -0.10 0.61
H 24.85936 16.46650 14.79909 -0.43 -0.36 -0.43 0.10
H 23.93295 16.51553 13.26308 0.13 -0.33 0.40 0.10
H 24.48182 14.91970 13.95980 -0.19 0.64 0.06 0.10
H 22.89183 16.23533 15.92625 -0.01 -0.16 -0.30 0.12
H 22.39356 14.75900 12.75544 -0.02 0.08 -0.08 0.10
H 20.65872 14.69198 12.96770 0.58 -0.03 0.15 0.07
C 9.03105 17.22610 13.48592 -0.68 0.40 -0.58 -0.05
C 10.33907 16.81790 14.05466 0.64 0.08 0.28 -0.28
C 11.07538 17.67081 14.88703 -0.22 0.36 0.07 -0.01
C 12.26879 17.25148 15.46066 0.10 -0.30 -0.15 -0.06
C 12.73090 15.97681 15.15532 -0.23 0.25 0.82 -0.42
C 12.04375 15.12200 14.32470 -0.29 -0.08 -0.36 -0.09
C 10.84952 15.55199 13.77008 0.05 -0.24 -0.18 -0.03
S 14.15684 15.39365 16.02278 0.49 -0.85 0.03 0.86
C 13.39653 14.06949 17.02515 -0.33 -0.15 0.10 -0.20
O 14.56808 16.47261 16.95460 0.00 0.24 0.35 -0.51
H 8.70591 18.19119 13.91514 0.04 -0.49 -0.32 0.09
H 8.27050 16.45862 13.70126 0.17 0.35 -0.06 0.09
H 9.08854 17.32089 12.37560 -0.06 0.02 0.76 0.10
H 10.68902 18.67625 15.11562 0.16 -0.57 -0.13 0.13
H 12.85520 17.83345 16.16762 -0.25 0.11 -0.17 0.11
H 12.42293 14.12047 14.14804 -0.08 0.02 -0.15 0.09
H 10.29525 14.89435 13.10158 0.06 0.09 0.18 0.12
H 12.69140 14.51837 17.75576 0.34 -0.20 -0.55 0.08
H 14.18862 13.51856 17.56770 -0.20 0.41 -0.36 0.04
H 12.88128 13.35839 16.34477 0.24 0.50 0.45 0.05
```
Forces are in eV/Å.

---

[2]
Molecular formula: C40H43O9P3PbS5Sb
Method: DFT, the ωB97M-V functional and the def2-TZVPD basis

## Properties
Frontier orbital gap (alpha / beta): 5.34 / 6.32 eV
Multiplicity: 2
Total charge: -2
Energy above the lowest of the compared OMol25 structures with the same formula, charge and spin: 0.46 kcal/mol

XYZ file:
```
102
Properties=species:S:1:pos:R:3:forces:R:3:mulliken_spin:R:1
Pb -3.38015 0.95757 -0.93582 -0.47 -0.11 -0.20 0.02
C 2.55156 -5.03043 4.73757 -0.11 0.06 -0.15 0.00
C 1.96380 -4.01242 3.79169 0.05 0.15 -0.21 0.00
C 0.69026 -4.15542 3.24817 0.14 -0.12 0.21 -0.01
C 0.16209 -3.18520 2.40008 -0.39 -0.62 -0.10 -0.02
C 0.94097 -2.10017 2.07966 -0.18 0.49 -0.29 -0.01
C 2.22174 -1.93368 2.56932 0.02 -0.32 0.19 0.00
C 2.71747 -2.89356 3.42752 0.06 -0.05 0.20 0.00
S 0.32830 -0.84303 0.94700 -0.67 -0.28 0.47 0.00
O 1.55118 -0.17787 0.46173 0.75 0.52 -0.28 0.00
C -0.43987 0.15533 2.23382 -0.46 0.09 0.35 0.01
C -1.55638 -0.50351 2.85819 0.84 0.23 -0.84 0.00
C -2.28735 0.15149 3.77354 -0.68 0.00 0.34 -0.01
C -2.00577 1.48724 4.14608 0.83 0.07 -0.53 0.01
C -2.74925 2.15368 5.12753 -0.18 0.38 0.74 0.00
C -2.46835 3.45130 5.48001 -0.08 -0.19 -0.25 0.00
C -1.46065 4.13975 4.78627 0.30 0.17 0.10 0.00
C -0.68725 3.51288 3.84854 -0.10 -0.25 -0.16 0.00
C -0.92039 2.15842 3.50571 -0.45 -0.21 0.10 0.00
C -0.11904 1.46050 2.52689 -0.32 -0.12 0.12 0.00
C 1.06924 2.21632 2.02310 0.36 -0.32 -0.53 0.00
C 2.17955 2.33032 2.91100 0.50 0.08 0.14 0.00
C 2.19625 1.67907 4.16808 -0.22 0.01 0.22 0.00
C 3.24783 1.85292 5.02506 -0.34 0.10 0.15 0.00
C 4.33479 2.67599 4.68081 0.15 -0.11 -0.12 0.00
C 4.39149 3.26587 3.44877 -0.30 -0.10 0.30 0.00
C 3.31950 3.09745 2.54324 -0.41 0.19 -0.61 0.00
C 3.32343 3.72855 1.26360 0.09 0.30 -0.23 0.00
C 2.27639 3.58416 0.39165 0.00 -0.29 0.88 0.00
C 1.15683 2.79727 0.78047 -0.08 -0.08 0.00 0.00
S -0.18852 2.40972 -0.37606 0.57 -0.36 0.23 0.01
O -1.10734 3.56141 -0.45048 -0.41 0.54 -0.02 0.00
C 0.78348 2.43236 -1.86603 0.56 -0.18 -0.61 0.00
C 1.69644 1.41478 -2.15148 -0.34 0.01 -0.15 0.00
C 2.24753 1.32387 -3.42345 -0.34 0.28 0.54 0.00
C 1.96705 2.27794 -4.39517 0.34 0.01 -0.17 0.00
C 2.61971 2.17038 -5.75460 -0.24 0.20 0.39 0.00
C 1.10507 3.31307 -4.07622 0.15 0.00 0.06 0.00
C 0.51490 3.38797 -2.82489 -0.50 0.06 0.06 0.00
H 1.99340 -5.97495 4.68310 0.15 0.27 0.25 0.00
H 2.57097 -4.63159 5.75910 -0.21 -0.24 -0.07 0.00
H 3.59047 -5.22616 4.47620 0.06 -0.11 -0.07 0.00
H 0.12860 -5.05419 3.48505 -0.13 0.15 -0.04 0.00
H -0.83771 -3.30296 1.96137 0.35 0.03 0.20 0.04
H 2.81266 -1.08302 2.27061 0.03 0.15 -0.08 0.00
H 3.71453 -2.76947 3.82869 0.13 -0.04 0.06 0.00
H -1.87527 -1.49397 2.53820 0.06 0.17 0.00 0.01
H -3.17488 -0.33619 4.15532 0.00 0.03 0.17 0.00
H -3.52347 1.61589 5.66426 -0.04 -0.05 -0.19 0.00
H -3.02030 3.95136 6.26995 -0.03 -0.08 -0.13 0.00
H -1.25897 5.18017 5.00155 -0.05 0.07 0.10 0.00
H 0.09729 4.05649 3.34123 -0.01 0.07 0.00 0.00
H 1.33598 1.07938 4.47323 0.32 0.15 -0.13 0.00
H 3.19109 1.42373 6.01640 0.13 -0.15 -0.01 0.00
H 5.12842 2.82087 5.39815 0.13 0.06 0.05 0.00
H 5.21740 3.91183 3.18622 0.09 -0.01 -0.13 0.00
H 4.18233 4.35570 0.98559 -0.35 -0.31 0.13 0.00
H 2.27879 4.06597 -0.57180 0.04 0.00 -0.16 0.00
H 1.90208 0.68626 -1.38403 0.09 -0.22 -0.04 0.00
H 2.86035 0.47782 -3.67534 0.34 -0.22 0.00 0.00
H 3.70110 2.06927 -5.66880 0.05 -0.02 0.02 0.00
H 2.40111 3.05285 -6.34600 -0.02 0.11 -0.16 0.00
H 2.23722 1.30452 -6.27770 -0.08 -0.27 -0.23 0.00
H 0.86114 4.06319 -4.81078 -0.05 0.10 -0.18 0.00
H -0.21921 4.15424 -2.61744 -0.03 0.11 0.08 0.00
O -2.93033 3.74212 -3.49780 -0.12 -0.10 -0.13 0.00
P -4.33862 2.94269 -3.53212 -0.07 0.16 0.16 0.00
O -5.36669 3.73918 -4.21978 0.20 -0.04 0.16 0.00
O -4.61369 2.46289 -2.09652 0.28 -0.28 -0.33 0.00
O -4.01182 1.62048 -4.44033 -0.10 0.02 0.33 0.00
P -2.66125 0.73641 -4.36060 -0.52 -0.14 -0.13 0.00
O -1.75576 1.45887 -5.47965 0.32 0.05 -0.14 0.00
O -2.92310 -0.65623 -4.78963 -0.01 0.12 0.10 0.00
O -2.01935 1.05015 -3.03482 0.18 -0.01 0.64 -0.01
H -2.22676 3.20028 -3.09985 -0.24 -0.02 -0.04 0.00
H -2.03765 1.00789 -6.27937 0.19 0.05 -0.46 0.00
S -3.87949 -3.09977 1.66998 0.16 0.10 0.04 0.21
Sb -5.21514 -1.41549 0.81735 -0.45 -0.44 0.39 0.41
S -4.97678 0.71638 1.71796 0.18 0.02 -0.22 0.20
S -5.06459 -1.23710 -1.51386 0.51 0.67 -0.01 0.15
C -0.24314 -5.18198 -0.71849 -0.18 -0.06 -0.39 0.01
C 0.26244 -4.26296 -1.81992 -0.17 0.35 0.34 0.00
P -0.78016 -2.74662 -1.94322 0.03 0.04 -0.25 0.00
C -2.35357 -3.36509 -2.67189 0.25 0.00 -0.20 -0.01
C -2.39927 -4.20323 -3.95249 -0.30 0.65 0.13 0.00
C 0.05894 -1.80507 -3.31465 -0.16 0.03 0.18 0.00
C 0.77493 -2.51741 -4.45821 -0.05 -0.41 0.27 0.00
H 0.31848 -6.11235 -0.77410 0.00 -0.22 0.33 0.00
H -1.30111 -5.40624 -0.88181 0.05 -0.07 0.17 0.00
H -0.13136 -4.71863 0.25921 -0.01 -0.12 0.04 0.00
H 0.32231 -4.80826 -2.75018 0.07 -0.14 -0.45 0.00
H 1.25901 -3.91769 -1.55646 0.33 0.04 -0.10 0.00
H -2.89973 -2.43999 -2.83980 -0.23 0.06 -0.05 0.01
H -2.88524 -3.87406 -1.86366 0.01 0.07 0.06 0.00
H -2.11282 -3.62408 -4.82860 0.09 0.12 0.03 0.00
H -3.43391 -4.50253 -4.11303 -0.09 -0.16 -0.08 0.00
H -1.79063 -5.08752 -3.90965 0.38 -0.55 0.09 0.00
H 0.75323 -1.13222 -2.79292 -0.13 -0.05 -0.19 0.00
H -0.73879 -1.18537 -3.73579 0.11 0.08 0.14 0.00
H 1.55393 -3.20597 -4.09486 -0.14 0.19 -0.13 0.00
H 1.23834 -1.78480 -5.11763 0.11 0.06 -0.08 0.00
H 0.06748 -3.09598 -5.05604 0.08 -0.02 0.01 0.00
```
Forces are in eV/Å.

---

Q: energy above the lowest of the compared OMol25 structures with the same formula, charge and spin of number 1 (C40H43N11O3PbS3)?
A: 0.00 kcal/mol

---

Q: Number 2 is which compound?
A: C40H43O9P3PbS5Sb

---

Q: What is the total charge in the first record?
A: +2

---

Q: What is the total charge in the first record?
A: +2